# 1
{
  "formula": "C20H34NO9S",
  "method": "ωB97M-V/def2-TZVPD",
  "species": ["S", "O", "O", "O", "O", "O", "O", "O", "O", "O", "N", "C", "C", "C", "C", "C", "C", "C", "C", "C", "C", "C", "C", "C", "C", "C", "C", "C", "C", "C", "C", "H", "H", "H", "H", "H", "H", "H", "H", "H", "H", "H", "H", "H", "H", "H", "H", "H", "H", "H", "H", "H", "H", "H", "H", "H", "H", "H", "H", "H", "H", "H", "H", "H", "H"],
  "positions_angstrom": [[-1.614, 3.316, 0.742], [2.896, -2.359, -1.045], [3.106, 0.762, 3.439], [2.723, -0.335, -2.094], [-5.501, 3.196, -1.587], [5.306, 0.345, 3.906], [-1.747, -4.623, -0.220], [-6.691, 4.814, -2.681], [-1.714, 0.513, 0.975], [-2.293, -3.634, -2.209], [1.065, 1.516, 1.524], [-2.381, -4.756, 1.051], [6.281, 2.018, 2.606], [6.529, 1.062, 3.744], [-4.215, 2.601, -1.751], [0.858, 0.484, 0.437], [1.871, -2.333, -3.160], [-3.879, 2.775, -3.209], [2.520, -1.537, -2.068], [1.531, -3.621, -2.454], [-1.460, 1.730, 1.761], [2.600, -3.710, -1.396], [-3.325, -3.587, 1.150], [4.814, 2.334, 2.754], [-3.737, -3.373, -0.285], [-0.692, 0.298, -0.062], [-2.532, -3.856, -1.033], [4.283, 1.078, 3.376], [-4.558, 4.077, -3.551], [-5.714, 4.089, -2.598], [-0.033, 1.586, 2.562], [-1.626, -4.739, 1.843], [-2.803, 2.777, -3.405], [1.506, -4.490, -3.116], [-3.505, 3.118, -1.096], [-3.915, 4.937, -3.345], [-4.166, -3.769, 1.824], [-2.904, -5.718, 1.081], [-4.902, 4.089, -4.588], [1.953, 1.232, 2.036], [0.546, -3.530, -1.979], [0.161, 2.582, 3.186], [-3.934, -2.319, -0.493], [6.453, 1.509, 1.650], [6.757, 1.581, 4.681], [-0.493, 3.479, -0.110], [-0.802, -0.842, -0.400], [1.162, 2.490, 1.123], [-4.257, 1.546, -1.464], [3.515, -4.183, -1.769], [6.924, 2.902, 2.639], [0.976, -1.832, -3.535], [2.255, -4.254, -0.512], [-0.864, 0.925, -1.051], [4.345, 2.523, 1.785], [-4.598, -3.990, -0.557], [7.339, 0.362, 3.519], [4.644, 3.170, 3.437], [-4.328, 1.962, -3.792], [-2.314, 1.782, 2.590], [-2.786, -2.704, 1.513], [1.283, -0.549, 0.790], [1.493, 0.858, -0.501], [-0.008, 0.713, 3.359], [2.594, -2.490, -3.966]],
  "lowdin_charge": [0.7666, 0.0182, 0.0703, 0.0701, 0.0304, 0.0563, 0.0188, 0.1118, -0.2094, 0.0947, -0.0089, -0.1665, -0.1552, -0.1518, -0.1925, -0.0895, -0.0754, -0.1699, -0.4614, -0.1548, -0.5431, -0.1595, -0.1654, -0.0855, -0.0825, -0.1550, -0.4678, -0.4262, -0.0845, -0.4562, -0.1166, 0.1292, 0.1156, 0.1317, 0.0503, 0.1363, 0.1256, 0.1343, 0.1349, 0.1234, 0.1055, 0.1626, 0.1288, 0.1302, 0.1374, -0.0934, 0.1546, 0.1649, 0.1268, 0.1337, 0.1298, 0.1346, 0.1309, 0.1370, 0.1255, 0.1422, 0.1381, 0.1441, 0.1262, 0.1614, 0.1138, 0.1601, 0.1491, 0.1731, 0.1424],
  "e_lumo_ev": -2.97,
  "spin_multiplicity": 1,
  "total_charge": 1,
  "homo_energy_ev": -11.74
}

# 2
{
  "formula": "C20H35BBrF9N2O7S",
  "method": "ωB97M-V/def2-TZVPD",
  "species": ["Br", "S", "F", "F", "F", "F", "F", "F", "F", "F", "F", "O", "O", "O", "O", "O", "O", "O", "N", "N", "C", "C", "C", "C", "C", "C", "C", "C", "C", "C", "C", "C", "C", "C", "C", "C", "C", "C", "C", "C", "B", "H", "H", "H", "H", "H", "H", "H", "H", "H", "H", "H", "H", "H", "H", "H", "H", "H", "H", "H", "H", "H", "H", "H", "H", "H", "H", "H", "H", "H", "H", "H", "H", "H", "H", "H"],
  "positions_angstrom": [[3.371, 1.075, 0.161], [-1.341, 1.310, 1.008], [-4.108, 1.652, 2.625], [-4.426, 1.584, -0.216], [-2.033, 0.779, -1.495], [-1.720, -1.069, -0.187], [-5.891, -0.716, 0.979], [-5.761, 0.221, 3.250], [-4.395, -0.484, -1.153], [-3.944, -1.791, 1.483], [-3.617, -0.442, 3.597], [1.147, 3.667, 2.895], [-1.164, 0.704, 2.380], [-1.836, 2.749, 1.047], [0.781, 2.794, 0.650], [1.754, 1.435, 2.292], [1.731, -1.686, -0.126], [1.652, -1.587, 2.426], [6.397, -1.317, 2.768], [-3.981, 1.844, -5.518], [1.596, 0.674, 1.058], [4.311, -1.343, 4.245], [-5.195, 1.861, -6.328], [-4.441, 0.287, 2.671], [5.077, -0.761, 3.059], [-2.298, 0.238, -0.174], [0.412, -2.344, 2.550], [-5.100, 2.359, -3.273], [8.809, -1.374, 3.416], [0.411, 1.426, 0.281], [6.171, -3.842, 3.109], [6.396, -2.652, 2.178], [1.228, 2.762, 2.038], [-3.401, 0.511, -5.373], [-5.632, 3.261, -6.745], [-4.222, -0.541, -4.631], [7.370, -1.082, 3.830], [-4.494, -0.487, 1.271], [-3.896, 0.260, -0.012], [-4.007, 2.651, -4.301], [1.647, -0.956, 1.121], [0.575, -3.491, 2.496], [0.451, 1.281, -0.868], [5.655, -2.692, 1.370], [-6.086, 2.243, -3.730], [-5.963, 3.857, -5.891], [1.196, -1.254, -0.829], [-5.167, 3.189, -2.565], [-5.009, 1.299, -7.250], [7.136, -1.659, 4.733], [-0.241, -2.095, 1.622], [-4.880, 1.464, -2.691], [7.330, -0.025, 4.115], [-0.217, -2.044, 3.461], [-4.821, 3.794, -7.249], [-4.091, 3.704, -4.591], [6.765, -3.779, 4.023], [9.492, -1.068, 4.213], [-2.418, 0.594, -4.894], [9.079, -0.821, 2.512], [-5.254, -0.591, -4.985], [4.448, -0.833, 2.164], [-3.188, 0.125, -6.378], [7.354, -2.800, 1.667], [4.925, -1.409, 5.146], [-3.779, -1.530, -4.787], [8.974, -2.439, 3.237], [-3.032, 2.590, -3.803], [3.907, -2.330, 4.024], [-4.229, -0.368, -3.556], [-6.031, 1.364, -5.821], [5.121, -3.948, 3.384], [3.457, -0.700, 4.481], [-6.472, 3.195, -7.441], [5.195, 0.316, 3.230], [6.459, -4.766, 2.598]],
  "lowdin_charge": [0.8787, 0.8938, 0.1176, 0.0932, 0.0368, 0.0648, 0.0800, 0.0794, 0.0636, 0.0939, 0.0829, 0.1586, -0.2700, -0.2608, -0.0359, -0.0254, 0.1018, -0.0329, -0.1880, -0.1913, -0.5314, -0.0830, -0.2724, -0.2809, -0.2534, -0.3043, -0.0602, -0.0820, -0.0941, -0.2406, -0.0861, -0.2456, -0.3546, -0.2494, -0.0926, -0.0843, -0.2720, -0.1677, -0.1863, -0.2416, -0.5905, 0.1194, 0.1760, 0.1151, 0.0726, 0.0642, 0.1071, 0.0767, 0.1176, 0.0976, 0.0820, 0.0288, 0.1181, 0.1161, 0.0796, 0.1027, 0.0677, 0.0717, 0.1074, 0.0786, 0.0706, 0.0674, 0.1090, 0.1008, 0.0690, 0.0742, 0.0634, 0.1096, 0.0529, 0.0339, 0.0978, 0.0542, 0.0729, 0.0725, 0.1133, 0.0719],
  "e_lumo_ev": -1.10,
  "spin_multiplicity": 1,
  "homo_energy_ev": -8.01
}

# 3
{
  "formula": "C20H35BF4IN4O7S",
  "method": "ωB97M-V/def2-TZVPD",
  "species": ["I", "S", "F", "F", "F", "F", "O", "O", "O", "O", "O", "O", "O", "N", "N", "N", "N", "C", "C", "C", "C", "C", "C", "C", "C", "C", "C", "C", "C", "C", "C", "C", "C", "C", "C", "C", "C", "B", "H", "H", "H", "H", "H", "H", "H", "H", "H", "H", "H", "H", "H", "H", "H", "H", "H", "H", "H", "H", "H", "H", "H", "H", "H", "H", "H", "H", "H", "H", "H", "H", "H", "H", "H"],
  "positions_angstrom": [[1.679, -0.261, -4.675], [2.678, 1.379, -1.461], [-2.527, 0.223, -0.439], [-2.307, -1.746, -1.565], [-3.809, -1.311, 1.003], [-2.681, -3.238, 0.567], [4.815, -3.252, -1.213], [1.090, -3.113, -1.475], [-3.381, 2.295, 3.854], [2.719, 7.027, -0.004], [0.300, -3.261, 0.841], [-5.519, 2.934, 4.428], [3.540, 4.045, -1.732], [-0.193, 1.255, -1.851], [0.562, -0.210, 0.517], [3.056, -0.839, 0.738], [1.808, -0.198, -1.416], [-0.255, -0.938, -0.475], [1.938, -0.462, 0.048], [-2.470, -1.838, 0.832], [-3.228, 0.926, 3.363], [-1.830, -1.042, -0.391], [0.050, -0.710, -3.238], [4.357, -1.107, 0.080], [-1.286, -0.116, -3.962], [1.248, -5.005, 2.306], [4.286, -2.119, -1.155], [0.264, -0.218, 1.952], [-5.142, 3.000, 1.976], [-1.729, 0.424, 3.662], [-1.922, -1.128, -5.039], [-4.691, 2.755, 3.498], [1.246, -4.365, 0.808], [2.833, 4.787, -0.881], [-0.820, 0.915, 2.405], [3.419, 6.295, -0.860], [0.319, -0.123, -1.776], [0.370, -2.467, -0.386], [2.820, 4.461, 0.175], [3.420, 6.622, -1.917], [-3.941, 0.182, 3.857], [0.019, -1.253, 2.409], [2.298, -3.966, 0.642], [-5.707, 3.991, 1.925], [-4.259, 3.072, 1.257], [-0.126, 1.770, -0.969], [2.944, -0.973, 1.754], [-1.015, 0.893, -4.453], [-2.094, 0.126, -3.195], [-0.221, 1.816, 2.808], [-1.639, -0.699, 3.827], [0.476, -5.832, 2.430], [1.753, 4.895, -1.091], [1.235, 0.098, 2.496], [5.049, -1.568, 0.866], [-2.950, -1.442, -4.630], [4.847, -0.107, -0.224], [3.720, -1.752, -2.093], [-1.974, -1.730, 1.840], [0.138, 1.784, -2.661], [0.942, -5.216, 0.115], [2.312, -5.433, 2.456], [-0.075, -1.838, -3.303], [1.149, -4.180, 3.104], [-1.357, 0.981, 4.600], [-2.056, -0.543, -6.012], [0.479, -3.819, -1.798], [4.502, 6.186, -0.660], [-1.237, -2.038, -5.152], [-3.457, 0.899, 2.235], [2.449, 1.973, -2.695], [-1.430, 1.317, 1.533], [-5.800, 2.127, 1.637]],
  "lowdin_charge": [0.8322, 0.7895, 0.0267, 0.0479, -0.0071, 0.0205, -0.0069, 0.0647, -0.0721, -0.2507, -0.0194, 0.0530, -0.2754, 0.0605, -0.0205, 0.0519, -0.3447, -0.1164, -0.3470, -0.1232, -0.2006, -0.2091, -0.5607, -0.1324, -0.3335, -0.0804, -0.1815, -0.1547, -0.0055, -0.1416, -0.1272, -0.3977, -0.2135, -0.4455, -0.1356, -0.4623, -0.4496, -0.4573, 0.0846, 0.0848, 0.1357, 0.1156, 0.1229, 0.0942, 0.0882, 0.0864, 0.1438, 0.0820, 0.0918, 0.1244, 0.1015, 0.0725, 0.0876, 0.1342, 0.1331, 0.0768, 0.1172, 0.1158, 0.1461, 0.0701, 0.1312, 0.0795, 0.0675, 0.0794, 0.1259, 0.0745, 0.1243, 0.0846, 0.0677, 0.1067, -0.1272, 0.1041, 0.0981],
  "e_lumo_ev": 0.89,
  "spin_multiplicity": 1,
  "total_charge": -1,
  "homo_energy_ev": -1.86
}

# 4
{
  "formula": "C20H35Cl2N4O3STb",
  "method": "ωB97M-V/def2-TZVPD",
  "species": ["Tb", "Cl", "Cl", "S", "O", "O", "O", "N", "N", "N", "N", "C", "C", "C", "C", "C", "C", "C", "C", "C", "C", "C", "C", "C", "C", "C", "C", "C", "C", "C", "C", "H", "H", "H", "H", "H", "H", "H", "H", "H", "H", "H", "H", "H", "H", "H", "H", "H", "H", "H", "H", "H", "H", "H", "H", "H", "H", "H", "H", "H", "H", "H", "H", "H", "H", "H"],
  "positions_angstrom": [[-0.557, -0.048, -0.297], [-2.743, -0.628, -1.714], [-1.703, 2.078, 0.628], [0.796, 0.606, 2.311], [-1.414, -1.740, 0.962], [1.229, 0.998, -1.103], [0.871, -1.856, -0.692], [-3.357, -1.978, 2.112], [1.338, -0.246, 4.750], [-0.902, 0.209, 4.358], [2.685, -3.116, -1.255], [1.782, 3.810, -3.393], [-1.165, 0.891, 5.638], [1.397, 1.539, -2.333], [2.120, -2.009, -0.767], [0.373, 0.135, 3.874], [1.442, 3.088, -2.242], [1.754, 5.203, -3.391], [-2.929, -3.258, 2.680], [-0.846, 1.722, -3.359], [1.052, 5.169, -1.059], [0.381, -0.467, -3.639], [-2.566, -1.308, 1.318], [-2.097, 1.292, -4.033], [0.261, 0.986, -3.237], [1.389, 5.879, -2.218], [1.192, -1.057, 5.973], [4.124, -3.292, -1.228], [-4.712, -1.525, 2.331], [1.093, 3.771, -1.069], [1.900, -4.270, -1.682], [2.330, 1.237, -2.846], [-5.452, -2.144, 1.803], [-4.770, -0.512, 1.923], [2.835, -1.228, -0.439], [1.343, 6.967, -2.215], [4.408, -4.132, -0.582], [1.995, 5.753, -4.305], [-2.943, 1.427, -3.352], [0.738, 5.682, -0.148], [-1.672, 1.856, 5.503], [1.929, -5.051, -0.908], [2.063, 3.262, -4.297], [-0.894, 2.705, -2.876], [-0.248, -0.684, -4.511], [0.159, -1.120, 6.313], [0.866, -3.971, -1.853], [1.590, -2.077, 5.849], [-3.075, -3.236, 3.766], [-2.927, -0.335, 0.925], [0.827, 3.194, -0.181], [2.356, -4.652, -2.604], [-4.949, -1.502, 3.400], [0.044, -1.167, -2.849], [-1.566, 0.480, 3.618], [1.794, -0.599, 6.765], [1.435, -0.715, -3.844], [-0.240, 1.066, 6.186], [2.251, -0.276, 4.301], [-3.499, -4.093, 2.250], [-1.873, -3.393, 2.449], [-2.070, 0.235, -4.315], [4.494, -3.488, -2.241], [-2.277, 1.899, -4.928], [-1.827, 0.248, 6.217], [4.585, -2.380, -0.847]],
  "lowdin_spin": [6.0456, -0.0155, -0.0126, 0.0011, 0.0003, -0.0233, 0.0003, 0.0003, 0.0001, 0.0000, 0.0003, -0.0001, 0.0000, -0.0023, 0.0007, 0.0003, -0.0001, 0.0000, 0.0001, 0.0013, 0.0000, 0.0005, 0.0023, 0.0001, 0.0002, 0.0000, 0.0000, 0.0000, 0.0000, 0.0000, 0.0000, -0.0012, 0.0000, 0.0000, 0.0000, 0.0000, 0.0000, 0.0000, 0.0000, 0.0000, 0.0000, 0.0000, 0.0000, 0.0000, 0.0000, 0.0000, 0.0000, 0.0000, 0.0000, 0.0008, 0.0000, 0.0000, 0.0000, 0.0005, 0.0000, 0.0000, 0.0000, 0.0000, 0.0000, 0.0000, 0.0000, 0.0000, 0.0000, 0.0000, 0.0000, 0.0000],
  "s_squared": 12.250,
  "e_lumo_ev": [0.07, 0.08],
  "spin_multiplicity": 7,
  "homo_energy_ev": [-7.63, -7.65]
}

Which formula does entry 1 have? C20H34NO9S